No. 1
Molecular formula: C29H61N2O24P
Method: DFT, ωB97M-V with the def2-TZVPD basis set

Each atom is followed by the atoms it is bonded to, with distances in Å.
CARTESIAN COORDINATES (ANGSTROEM)
1 C -0.5187 0.8018 -0.8531  C2 1.520, H15 1.086, H16 1.081, H17 1.084
2 C 0.2329 1.6572 -1.8600  C1 1.520, C3 1.533, H18 1.086, H19 1.085
3 C -0.6315 2.7527 -2.4937  C2 1.533, C4 1.533, H20 1.086, H21 1.085
4 C -0.5034 4.1110 -1.7948  C3 1.533, N5 1.467, H22 1.085, H23 1.085
5 N -0.5506 3.9574 -0.3367  C4 1.467, C6 1.478, C10 1.405
6 C -1.7003 4.6370 0.2960  N5 1.478, C7 1.530, H24 1.089, H25 1.083
7 C -3.0107 3.9673 -0.1224  C6 1.530, C8 1.521, H26 1.086, H27 1.088
8 C -4.1102 4.1372 0.9140  C7 1.521, N9 1.459, H28 1.085, H29 1.086
9 N -4.3995 5.5192 1.2817  C8 1.459, H30 1.006, H31 1.006
10 C 0.6429 4.2481 0.3458  N5 1.405, O11 1.228, O12 1.403
11 O 1.0231 3.6086 1.3224  C10 1.228
12 O 1.4026 5.3383 -0.1059  C10 1.403, P13 1.616
13 P 2.7793 4.9954 -0.8787  O12 1.616, O14 1.463, H32 1.401, H33 1.401
14 O 4.0210 5.1395 -0.1188  P13 1.463
15 H 0.1414 0.0269 -0.4738  C1 1.086
16 H -0.8421 1.3770 0.0025  C1 1.081
17 H -1.3516 0.3008 -1.3341  C1 1.084
18 H 0.5405 1.0078 -2.6741  C2 1.086
19 H 1.1293 2.0496 -1.3908  C2 1.085
20 H -0.3576 2.8873 -3.5361  C3 1.086
21 H -1.6669 2.4300 -2.4608  C3 1.085
22 H 0.4199 4.5719 -2.1309  C4 1.085
23 H -1.3034 4.7571 -2.1408  C4 1.085
24 H -1.7493 5.6757 -0.0271  C6 1.089
25 H -1.5947 4.5671 1.3713  C6 1.083
26 H -3.3194 4.2890 -1.1123  C7 1.086
27 H -2.7975 2.9047 -0.2169  C7 1.088
28 H -3.7943 3.6140 1.8110  C8 1.085
29 H -5.0093 3.6621 0.5328  C8 1.086
30 H -3.9647 5.7737 2.1528  N9 1.006
31 H -4.1403 6.1677 0.5579  N9 1.006
32 H 2.5851 3.6896 -1.3476  P13 1.401
33 H 2.7367 5.8391 -1.9958  P13 1.401
34 C -5.3613 5.0766 5.0938  O35 1.431, H40 1.085, H41 1.088, H42 1.089
35 O -4.1513 4.5679 5.6640  C34 1.431, C36 1.327
36 C -3.0529 4.8976 4.9963  O35 1.327, O37 1.205, O38 1.324
37 O -3.0143 5.5616 3.9912  C36 1.205
38 O -2.0068 4.3670 5.6111  C36 1.324, C39 1.430
39 C -0.7595 4.6615 4.9762  O38 1.430, H43 1.088, H44 1.089, H45 1.086
40 H -6.1681 4.7342 5.7341  C34 1.085
41 H -5.3496 6.1644 5.0759  C34 1.088
42 H -5.5074 4.6879 4.0876  C34 1.089
43 H -0.5772 5.7343 4.9726  C39 1.088
44 H -0.7453 4.2705 3.9603  C39 1.089
45 H 0.0208 4.1749 5.5541  C39 1.086
46 C 10.0212 2.3458 -0.4371  O47 1.426, H52 1.086, H53 1.088, H54 1.088
47 O 9.5867 3.6926 -0.2582  C46 1.426, C48 1.335
48 C 8.4028 3.9637 -0.8114  O47 1.335, O49 1.203, O50 1.324
49 O 7.7215 3.1804 -1.4196  C48 1.203
50 O 8.1175 5.2350 -0.5750  C48 1.324, C51 1.436
51 C 6.8585 5.6678 -1.1142  O50 1.436, H55 1.090, H56 1.090, H57 1.086
52 H 10.9851 2.2667 0.0566  C46 1.086
53 H 9.3211 1.6510 0.0229  C46 1.088
54 H 10.1357 2.1149 -1.4945  C46 1.088
55 H 6.0272 5.1079 -0.6862  C51 1.090
56 H 6.8629 5.5701 -2.2002  C51 1.090
57 H 6.7552 6.7161 -0.8503  C51 1.086
58 C 1.7430 -3.4054 -5.4292  O59 1.429, H64 1.086, H65 1.088, H66 1.088
59 O 2.5140 -3.2967 -4.2310  C58 1.429, C60 1.333
60 C 3.0951 -2.1103 -4.0501  O59 1.333, O61 1.200, O62 1.329
61 O 3.0239 -1.1697 -4.7914  C60 1.200
62 O 3.7449 -2.1525 -2.8920  C60 1.329, C63 1.429
63 C 4.4054 -0.9370 -2.5333  O62 1.429, H67 1.088, H68 1.088, H69 1.086
64 H 1.3273 -4.4081 -5.4464  C58 1.086
65 H 0.9288 -2.6830 -5.4298  C58 1.088
66 H 2.3737 -3.2624 -6.3038  C58 1.088
67 H 3.6846 -0.1283 -2.4296  C63 1.088
68 H 5.1661 -0.6714 -3.2639  C63 1.088
69 H 4.8835 -1.1075 -1.5735  C63 1.086
70 C -0.3219 -4.5542 -2.8498  O71 1.431, H76 1.080, H77 1.089, H78 1.089
71 O -1.4983 -4.1412 -3.5513  C70 1.431, C72 1.331
72 C -2.6235 -4.7010 -3.1142  O71 1.331, O73 1.202, O74 1.330
73 O -2.7140 -5.4932 -2.2152  C72 1.202
74 O -3.6305 -4.2350 -3.8478  C72 1.330, C75 1.429
75 C -4.9095 -4.7550 -3.4780  O74 1.429, H79 1.088, H80 1.088, H81 1.085
76 H 0.5109 -4.0305 -3.2942  C70 1.080
77 H -0.3853 -4.2871 -1.7964  C70 1.089
78 H -0.1677 -5.6270 -2.9537  C70 1.089
79 H -5.1519 -4.4849 -2.4521  C75 1.088
80 H -4.9348 -5.8358 -3.5988  C75 1.088
81 H -5.6347 -4.3066 -4.1496  C75 1.085
82 C -0.4096 -4.5774 3.1527  O83 1.428, H88 1.086, H89 1.088, H90 1.088
83 O 0.8923 -4.9171 2.6734  C82 1.428, C84 1.331
84 C 1.4380 -3.9971 1.8821  O83 1.331, O85 1.201, O86 1.330
85 O 0.9326 -2.9556 1.5608  C84 1.201
86 O 2.6374 -4.4315 1.5051  C84 1.330, C87 1.429
87 C 3.3369 -3.5283 0.6470  O86 1.429, H91 1.089, H92 1.089, H93 1.086
88 H -0.7308 -5.4051 3.7777  C82 1.086
89 H -0.3742 -3.6663 3.7465  C82 1.088
90 H -1.1051 -4.4575 2.3245  C82 1.088
91 H 3.5186 -2.5810 1.1517  C87 1.089
92 H 2.7802 -3.3638 -0.2739  C87 1.089
93 H 4.2878 -3.9951 0.4086  C87 1.086
94 C 1.8551 -0.0275 8.4830  O95 1.428, H100 1.086, H101 1.088, H102 1.088
95 O 1.8417 1.1804 7.7211  C94 1.428, C96 1.332
96 C 2.5017 1.1039 6.5667  O95 1.332, O97 1.201, O98 1.330
97 O 3.0767 0.1366 6.1479  C96 1.201
98 O 2.4115 2.2843 5.9614  C96 1.330, C99 1.431
99 C 3.0706 2.3540 4.6930  O98 1.431, H103 1.088, H104 1.088, H105 1.086
100 H 1.2878 0.1744 9.3864  C94 1.086
101 H 1.3811 -0.8359 7.9300  C94 1.088
102 H 2.8736 -0.3036 8.7481  C94 1.088
103 H 2.6303 1.6426 3.9975  C99 1.088
104 H 4.1363 2.1663 4.8035  C99 1.088
105 H 2.9184 3.3574 4.3072  C99 1.086
106 C -9.5395 -9.2191 -4.3025  O107 1.429, H112 1.086, H113 1.088, H114 1.088
107 O -8.4116 -9.8294 -3.6729  C106 1.429, C108 1.330
108 C -7.2575 -9.2072 -3.8982  O107 1.330, O109 1.202, O110 1.329
109 O -7.1103 -8.2164 -4.5625  C108 1.202
110 O -6.2979 -9.8718 -3.2618  C108 1.329, C111 1.430
111 C -4.9914 -9.3095 -3.4078  O110 1.430, H115 1.088, H116 1.088, H117 1.085
112 H -10.4016 -9.8232 -4.0370  C106 1.086
113 H -9.6814 -8.2043 -3.9366  C106 1.088
114 H -9.4196 -9.2134 -5.3838  C106 1.088
115 H -4.9572 -8.3020 -2.9982  C111 1.088
116 H -4.6920 -9.3002 -4.4539  C111 1.088
117 H -4.3190 -9.9486 -2.8444  C111 1.085

* energy: -92472.1107 eV
* molecular weight: 852.77 g/mol
* frontier orbital gap: 9.516 eV
* structure (SMILES): CCCCN(CCCN)C(=O)O[PH2]=O.COC(=O)OC.COC(=O)OC.COC(=O)OC.COC(=O)OC.COC(=O)OC.COC(=O)OC.COC(=O)OC
* E_HOMO: -0.3326 hartree
* LUMO energy: 0.466 eV

Atom charges from the Mulliken analysis, given in e for atoms 1 to 5: -1.339, 0.052, -0.672, -0.749, 0.679

---

No. 2
Molecular formula: C29H61N9O8
Method: DFT, ωB97M-V with the def2-TZVPD basis set

Each atom is followed by the atoms it is bonded to, with distances in Å.
CARTESIAN COORDINATES (ANGSTROEM)
1 C 2.3965 -19.6158 -16.9100  N2 1.452, H6 1.105, H7 1.082, H8 1.107
2 N 2.1536 -19.7870 -15.4889  C1 1.452, C3 1.387, H9 1.015
3 C 1.9575 -18.7455 -14.5938  N2 1.387, C4 1.526, O5 1.236
4 C 1.7818 -17.3138 -15.0928  C3 1.526, H10 1.080, H11 1.076, H12 1.077
5 O 2.0714 -18.9567 -13.3813  C3 1.236
6 H 3.3456 -19.1268 -17.1946  C1 1.105
7 H 1.6781 -18.9718 -17.3998  C1 1.082
8 H 2.4272 -20.5891 -17.4359  C1 1.107
9 H 2.3695 -20.7059 -15.1156  N2 1.015
10 H 1.3090 -17.2815 -16.0637  C4 1.080
11 H 2.7605 -16.8920 -15.2398  C4 1.076
12 H 1.2041 -16.7246 -14.4015  C4 1.077
13 C 1.2050 -12.4509 -11.1368  N14 1.449, H18 1.125, H19 1.081, H20 1.069
14 N 0.3341 -12.3240 -12.2877  C13 1.449, C15 1.381, H21 1.001
15 C 0.8327 -11.9396 -13.5170  N14 1.381, C16 1.495, O17 1.207
16 C -0.2249 -11.5227 -14.4880  C15 1.495, H22 1.092, H23 1.097, H24 1.089
17 O 2.0189 -11.8884 -13.7311  C15 1.207
18 H 2.0549 -11.7150 -11.1694  C13 1.125
19 H 1.6260 -13.4318 -10.9641  C13 1.081
20 H 0.6024 -12.3201 -10.2630  C13 1.069
21 H -0.6267 -12.1187 -12.0957  N14 1.001
22 H -0.9122 -10.8108 -14.0258  C16 1.092
23 H -0.7481 -12.4047 -14.8786  C16 1.097
24 H 0.2620 -11.0679 -15.3490  C16 1.089
25 C 9.2330 -19.6313 -15.1711  N26 1.432, H30 1.106, H31 1.089, H32 1.061
26 N 8.9514 -18.3481 -15.7415  C25 1.432, C27 1.375, H33 1.003
27 C 9.7045 -17.7471 -16.7224  N26 1.375, C28 1.466, O29 1.218
28 C 9.2132 -16.4303 -17.1395  C27 1.466, H34 1.110, H35 1.091, H36 1.099
29 O 10.7190 -18.2687 -17.1503  C27 1.218
30 H 10.2433 -19.5155 -14.7361  C25 1.106
31 H 9.2386 -20.4892 -15.8414  C25 1.089
32 H 8.5483 -19.8276 -14.3844  C25 1.061
33 H 8.0326 -17.9738 -15.5949  N26 1.003
34 H 8.4488 -16.0634 -16.4238  C28 1.110
35 H 8.7507 -16.4376 -18.1281  C28 1.091
36 H 10.0683 -15.7438 -17.0744  C28 1.099
37 C 4.8507 -22.5668 -18.6902  N38 1.438, H42 1.089, H43 1.101, H44 1.069
38 N 5.2752 -21.5368 -17.7811  C37 1.438, C39 1.366, H45 1.011
39 C 4.9562 -21.5241 -16.4525  N38 1.366, C40 1.539, O41 1.215
40 C 5.5426 -20.3565 -15.6397  C39 1.539, H46 1.108, H47 1.108, H48 1.086
41 O 4.0840 -22.2101 -15.9571  C39 1.215
42 H 3.9160 -23.0982 -18.5174  C37 1.089
43 H 5.6088 -23.3651 -18.7113  C37 1.101
44 H 4.7542 -22.2181 -19.6960  C37 1.069
45 H 5.9617 -20.8582 -18.0816  N38 1.011
46 H 6.2861 -19.7023 -16.1376  C40 1.108
47 H 6.0222 -20.7653 -14.7283  C40 1.108
48 H 4.6965 -19.7478 -15.3337  C40 1.086
49 C 5.1957 -11.9704 -12.4763  N50 1.455, H54 1.100, H55 1.130, H56 1.075
50 N 5.0400 -12.9813 -11.4410  C49 1.455, C51 1.377, H57 1.003
51 C 4.5471 -12.5669 -10.2244  N50 1.377, C52 1.497, O53 1.221
52 C 4.6554 -13.5093 -9.0666  C51 1.497, H58 1.142, H59 1.120, H60 1.077
53 O 4.0401 -11.4578 -10.1639  C51 1.221
54 H 4.6795 -12.3036 -13.3886  C49 1.100
55 H 6.2778 -11.7762 -12.7356  C49 1.130
56 H 4.8226 -11.0238 -12.1278  C49 1.075
57 H 5.6081 -13.8074 -11.4130  N50 1.003
58 H 5.7599 -13.3435 -8.8292  C52 1.142
59 H 4.6234 -14.5859 -9.3751  C52 1.120
60 H 3.9854 -13.0668 -8.3484  C52 1.077
61 C 7.2492 -16.4858 -10.6062  N62 1.429, H66 1.097, H67 1.035, H68 1.101
62 N 8.1061 -16.4471 -11.7495  C61 1.429, C63 1.354, H69 1.000
63 C 8.4143 -15.2565 -12.3164  N62 1.354, C64 1.554, O65 1.234
64 C 9.5595 -15.3307 -13.3643  C63 1.554, H70 1.081, H71 1.105, H72 1.080
65 O 7.8108 -14.2093 -12.0700  C63 1.234
66 H 6.3039 -17.0064 -10.8048  C61 1.097
67 H 6.9007 -15.5407 -10.3695  C61 1.035
68 H 7.6907 -17.0327 -9.7587  C61 1.101
69 H 8.5508 -17.2674 -12.1095  N62 1.000
70 H 9.5955 -14.3539 -13.8261  C64 1.081
71 H 9.1918 -16.0236 -14.1430  C64 1.105
72 H 10.5119 -15.6646 -12.9786  C64 1.080
73 C 4.7955 -15.5595 -14.0443  N74 1.476, H78 1.092, H79 1.107, H80 1.079
74 N 4.6956 -16.6797 -13.0881  C73 1.476, C75 1.339, H81 1.026
75 C 5.4719 -17.7511 -13.2951  N74 1.339, C76 1.562, O77 1.246
76 C 5.1146 -18.9680 -12.3827  C75 1.562, H82 1.063, H83 1.100, H84 1.103
77 O 6.3837 -17.7500 -14.1438  C75 1.246
78 H 5.4630 -14.7706 -13.6913  C73 1.092
79 H 3.7576 -15.1947 -14.1653  C73 1.107
80 H 5.2161 -16.0033 -14.9330  C73 1.079
81 H 3.9185 -16.7446 -12.4210  N74 1.026
82 H 5.9385 -19.6035 -12.1663  C76 1.063
83 H 4.3801 -19.4375 -13.0540  C76 1.100
84 H 4.7323 -18.6224 -11.4071  C76 1.103
85 C 0.7310 -16.6533 -10.5659  N86 1.424, H90 1.099, H91 1.126, H92 1.061
86 N 1.6318 -16.9131 -9.4934  C85 1.424, C87 1.293, H93 1.016
87 C 2.9146 -16.7644 -9.5556  N86 1.293, C88 1.518, O89 1.211
88 C 3.6178 -17.1183 -8.2571  C87 1.518, H94 1.053, H95 1.096, H96 1.064
89 O 3.4993 -16.3980 -10.5504  C87 1.211
90 H 0.8470 -15.5997 -10.8576  C85 1.099
91 H -0.3256 -16.7855 -10.2006  C85 1.126
92 H 0.9037 -17.3356 -11.3592  C85 1.061
93 H 1.2451 -16.9976 -8.5578  N86 1.016
94 H 4.4371 -16.4612 -8.1803  C88 1.053
95 H 4.0257 -18.1229 -8.4204  C88 1.096
96 H 2.9385 -17.0940 -7.4386  C88 1.064
97 C 5.2964 -15.4515 -18.9370  C98 1.364, C102 1.397, H103 1.126
98 C 5.4817 -15.9760 -17.6917  C97 1.364, C99 1.399, H104 1.057
99 C 5.9142 -17.2969 -17.5306  C98 1.399, N100 1.390, H105 1.061
100 N 5.9875 -18.1823 -18.6000  C99 1.390, C101 1.341
101 C 5.7896 -17.6764 -19.8260  N100 1.341, C102 1.433, H106 1.083
102 C 5.4491 -16.3004 -20.0360  C97 1.397, C101 1.433, H107 1.124
103 H 4.9968 -14.3692 -19.0177  C97 1.126
104 H 5.3097 -15.3785 -16.8372  C98 1.057
105 H 6.0592 -17.6425 -16.5383  C99 1.061
106 H 5.7572 -18.3183 -20.6973  C101 1.083
107 H 5.1329 -15.9148 -21.0433  C102 1.124

* energy: -60856.1430 eV
* molecular weight: 663.86 g/mol
* energy relative to the best compared isomer or geometry (same formula, charge and spin): 0.4246 eV
* frontier orbital gap: 9.241 eV
* structure (SMILES): CNC(C)=O.CNC(C)=O.CNC(C)=O.CNC(C)=O.CNC(C)=O.CNC(C)=O.CNC(C)=O.CNC(C)=O.c1ccncc1
* E_HOMO: -0.3237 hartree
* LUMO energy: 0.434 eV

Atom charges from the Mulliken analysis, given in e for atoms 1 to 5: -1.158, -0.115, 0.779, -0.988, -0.628